No. 1
Density functional theory data (ωB97M-V/def2-TZVPD) for a 6-piece molecular cluster, C27H58BF7N14O12PS overall at a distorted geometry.

```
121
Properties=species:S:1:pos:R:3
C 2.895 -1.275 2.229
C 2.994 -0.651 1.236
C 3.130 0.138 0.021
C 1.855 0.809 -0.504
N 1.383 1.748 0.499
C 0.458 1.285 1.399
N 0.667 1.602 2.668
C 1.833 2.448 2.974
C 1.633 3.909 2.568
O 1.971 4.698 3.687
C 1.553 6.032 3.533
C 2.053 6.798 4.734
F 1.555 6.281 5.883
F 1.692 8.098 4.655
F 3.404 6.739 4.814
C -0.206 1.239 3.772
F -0.845 0.083 3.541
F 0.577 1.046 4.861
C -1.252 2.323 4.124
F -1.936 1.868 5.208
F -0.607 3.459 4.458
N -0.632 0.610 0.989
B -1.964 1.357 0.938
O -1.963 2.613 0.428
C -3.273 0.782 1.596
C -4.433 0.978 0.599
C -0.449 -0.411 -0.080
C -0.213 -1.711 0.659
O -1.314 -1.966 1.499
O -0.905 -3.104 2.266
O -1.702 -0.361 -0.715
C -2.283 -1.581 -1.202
C -3.507 -2.089 -0.446
C -3.537 -3.608 -0.465
C -4.525 -4.173 0.586
C 0.748 -0.154 -1.095
N 1.457 -1.350 -1.519
C 0.900 -2.257 -2.531
C 1.796 -2.403 -3.779
P 0.208 0.770 -2.646
O -0.939 0.056 -3.458
O 1.454 0.610 -3.611
S -0.161 2.653 -2.334
H 2.791 -1.809 3.142
H 3.826 0.947 0.236
H 3.613 -0.462 -0.741
H 2.230 1.438 -1.302
H 1.174 2.680 0.141
H 2.008 2.454 4.041
H 2.714 2.012 2.526
H 0.589 4.074 2.291
H 2.278 4.167 1.730
H 0.468 6.099 3.477
H 1.991 6.469 2.634
H -1.976 2.474 3.327
H -2.219 2.674 -0.501
H -3.155 -0.265 1.848
H -3.536 1.376 2.469
H -4.661 2.037 0.516
H -4.163 0.651 -0.400
H -5.335 0.477 0.930
H 0.695 -1.642 1.251
H -0.073 -2.540 -0.031
H -1.157 -2.839 3.160
H -2.625 -1.366 -2.200
H -1.575 -2.392 -1.312
H -3.540 -1.730 0.576
H -4.399 -1.747 -0.963
H -3.800 -3.980 -1.452
H -2.556 -4.017 -0.226
H -3.933 -4.576 1.399
H -5.120 -4.974 0.166
H -5.154 -3.365 0.938
H 1.799 -1.897 -0.744
H -0.105 -2.020 -2.854
H 0.836 -3.250 -2.091
H 2.647 -1.740 -3.704
H 1.244 -2.203 -4.689
H 2.172 -3.418 -3.854
H -1.800 0.472 -3.324
H 1.918 1.456 -3.627
C -3.962 -1.462 -5.269
O -3.716 -1.048 -4.135
N -3.574 -2.695 -5.685
N -4.648 -0.714 -6.176
H -3.772 -3.059 -6.597
H -3.080 -3.271 -5.029
H -4.947 0.199 -5.891
H -4.864 -1.031 -7.102
C -6.891 -3.778 -2.450
O -6.160 -4.730 -2.655
N -6.485 -2.480 -2.639
N -8.178 -3.925 -2.009
H -7.075 -1.689 -2.471
H -5.546 -2.326 -2.964
H -8.507 -4.860 -1.860
H -8.796 -3.157 -1.834
C 4.154 4.009 -0.598
O 2.942 4.201 -0.524
N 4.946 3.882 0.516
N 4.798 3.902 -1.783
H 5.935 3.734 0.471
H 4.512 3.975 1.414
H 4.244 3.993 -2.613
H 5.782 3.719 -1.886
C 1.497 -5.287 4.787
O 1.821 -5.715 3.698
N 0.584 -4.266 4.926
N 2.010 -5.771 5.958
H 0.302 -3.885 5.809
H 0.196 -3.898 4.081
H 2.677 -6.517 5.890
H 1.751 -5.430 6.863
C 8.042 2.064 -3.329
O 6.844 2.292 -3.203
N 8.873 1.893 -2.258
N 8.631 1.961 -4.551
H 9.854 1.705 -2.344
H 8.470 1.950 -1.344
H 8.045 2.081 -5.356
H 9.607 1.773 -4.683
```

The LUMO energy is -2.870 eV. The gap between HOMO and LUMO comes out at 8.35 eV. As for the net charge: +1.

Here are the Mulliken charges for atoms 1 to 8, given in e: atom 1 (C): -0.046, atom 2 (C): -0.901, atom 3 (C): -1.037, atom 4 (C): -3.161, atom 5 (N): 1.102, atom 6 (C): -1.449, atom 7 (N): 0.747, atom 8 (C): -1.204

=====

No. 2
Density functional theory data (ωB97M-V/def2-TZVPD) for C27H58CdO3P2SSi as an isolated structure at a distorted geometry.

```
93
Properties=species:S:1:pos:R:3
P 0.317 -5.206 -2.853
P 0.479 -5.780 0.933
C 0.847 -6.703 -1.859
C 0.156 -6.956 -0.508
H 1.946 -6.716 -1.769
H 0.588 -7.513 -2.565
H -0.928 -7.115 -0.621
H 0.537 -7.911 -0.111
C 2.197 -6.267 1.188
H 2.678 -5.676 1.974
H 2.792 -6.219 0.265
H 2.197 -7.313 1.501
C -0.572 -6.612 2.129
H -0.047 -7.515 2.458
H -1.518 -6.914 1.658
H -0.755 -5.971 2.993
C 1.455 -5.407 -4.213
H 1.499 -4.495 -4.808
H 1.062 -6.223 -4.826
H 2.440 -5.686 -3.814
C -1.356 -5.787 -3.204
H -1.912 -6.126 -2.314
H -1.230 -6.655 -3.854
H -1.928 -5.020 -3.735
Cd -0.112 0.933 0.333
C 0.241 -3.980 1.215
C 1.624 -3.749 0.777
C 2.005 -3.855 -0.618
C 1.641 -2.700 -1.577
C 0.508 -3.154 -2.482
C -0.858 -3.362 -2.117
C -1.230 -4.017 -0.854
C -0.971 -3.326 0.494
C -0.340 0.701 -1.769
H 0.140 -4.017 2.309
H 2.361 -3.407 1.507
H 1.530 -4.775 -1.029
H 3.084 -4.085 -0.692
H 1.475 -1.741 -1.053
H 2.522 -2.551 -2.205
H 0.651 -2.880 -3.547
H -1.658 -2.871 -2.692
H -0.677 -4.979 -0.806
H -2.282 -4.350 -0.909
H -0.831 -2.237 0.423
H -1.876 -3.477 1.089
H -1.045 1.442 -2.188
H -0.712 -0.304 -2.032
H 0.637 0.843 -2.259
C 0.801 4.983 -1.189
C 1.822 4.719 -0.068
C 3.145 4.118 -0.559
C 2.071 6.016 0.691
O 1.303 3.692 0.829
Si -0.041 3.783 1.792
S -0.203 1.897 2.603
O 0.088 5.084 2.800
C 0.794 5.072 4.077
C 2.064 4.230 4.000
C 1.093 6.532 4.397
C -0.134 4.500 5.138
O -1.326 4.100 0.808
C -2.709 4.143 1.279
C -3.240 2.722 1.465
C -2.821 4.931 2.580
C -3.451 4.885 0.174
H 1.145 5.804 -1.834
H -0.176 5.268 -0.775
H 0.659 4.084 -1.798
H 3.662 4.841 -1.194
H 3.813 3.877 0.284
H 2.981 3.194 -1.126
H 1.140 6.418 1.104
H 2.803 5.869 1.497
H 2.476 6.766 -0.001
H 2.746 4.576 3.215
H 2.588 4.315 4.964
H 1.841 3.169 3.814
H 0.147 7.084 4.459
H 1.611 6.611 5.362
H 1.725 6.977 3.618
H -1.073 5.068 5.159
H -0.350 3.440 4.946
H 0.347 4.601 6.120
H -2.660 2.147 2.205
H -4.279 2.774 1.814
H -3.231 2.170 0.520
H -2.311 5.897 2.493
H -3.884 5.137 2.755
H -2.445 4.379 3.455
H -3.009 5.885 0.054
H -3.359 4.334 -0.769
H -4.511 4.986 0.429
```

The LUMO energy (alpha / beta) is 0.414 / 0.414 eV. The gap between HOMO and LUMO (alpha / beta) comes out at 4.84 / 4.84 eV. For the relative energy (zero: lowest compared OMol25 entry of this formula, charge and spin), the calculation gives 74.22 kcal per mole. As for the net charge: 0.

Here are the Mulliken charges for atoms 1 to 8, given in e: atom 1 (P): 1.358, atom 2 (P): 1.264, atom 3 (C): -1.155, atom 4 (C): -1.078, atom 5 (H): 0.304, atom 6 (H): 0.632, atom 7 (H): 0.296, atom 8 (H): 0.627

=====

No. 3
Density functional theory data (ωB97M-V/def2-TZVPD) for a 7-piece molecular cluster, C27H59B2NO8 overall.

```
97
Properties=species:S:1:pos:R:3
C -2.933 -0.619 5.342
O -2.712 -1.186 6.644
B -2.933 -2.563 6.632
O -4.166 -3.016 7.096
B -1.767 -3.674 6.117
C -0.301 -3.777 6.672
C 0.240 -2.472 7.242
N -0.410 -2.072 8.496
H -2.332 -1.103 4.576
H -3.987 -0.695 5.062
H -2.650 0.424 5.387
H -4.880 -2.927 6.446
H -2.091 -4.466 5.277
H -0.187 -4.588 7.392
H 0.331 -4.074 5.834
H 0.197 -1.680 6.497
H 1.302 -2.617 7.449
H -1.152 -2.720 8.736
H -0.855 -1.171 8.372
C -1.720 1.606 0.987
C -0.240 1.235 0.956
C 0.026 0.882 2.412
O -1.203 0.354 2.928
C -2.264 0.613 2.000
H -2.217 1.536 0.026
H -1.839 2.628 1.360
H -0.089 0.357 0.323
H 0.405 2.030 0.592
H 0.294 1.771 2.993
H 0.813 0.139 2.535
H -2.543 -0.331 1.518
H -3.131 0.991 2.546
C -5.336 2.421 -3.081
C -5.967 2.998 -1.817
C -5.488 2.016 -0.758
O -4.212 1.542 -1.198
C -3.994 1.929 -2.558
H -5.232 3.143 -3.890
H -5.929 1.581 -3.448
H -5.566 3.994 -1.619
H -7.053 3.071 -1.862
H -6.166 1.161 -0.670
H -5.377 2.472 0.227
H -3.243 2.727 -2.578
H -3.606 1.075 -3.114
C 2.155 4.574 -2.222
C 3.630 4.184 -2.238
C 3.877 3.850 -0.773
O 2.641 3.340 -0.263
C 1.594 3.595 -1.201
H 1.669 4.493 -3.192
H 2.038 5.600 -1.866
H 3.779 3.299 -2.860
H 4.288 4.969 -2.608
H 4.149 4.742 -0.199
H 4.656 3.099 -0.634
H 1.313 2.647 -1.675
H 0.724 3.987 -0.670
C 0.266 -8.503 3.784
C -1.214 -8.460 4.151
C -1.209 -7.507 5.338
O -0.135 -6.590 5.116
C 0.688 -7.064 4.048
H 0.456 -8.817 2.759
H 0.799 -9.181 4.454
H -1.793 -8.034 3.329
H -1.636 -9.434 4.395
H -1.023 -8.042 6.276
H -2.139 -6.947 5.439
H 0.516 -6.433 3.168
H 1.735 -6.974 4.338
C 4.852 -0.403 -5.184
C 5.936 -0.100 -4.153
C 6.130 1.399 -4.342
O 4.862 1.921 -4.748
C 3.982 0.842 -5.095
H 4.298 -1.318 -4.981
H 5.294 -0.485 -6.180
H 5.566 -0.309 -3.147
H 6.856 -0.664 -4.301
H 6.863 1.610 -5.128
H 6.448 1.904 -3.428
H 3.226 0.743 -4.308
H 3.474 1.079 -6.027
C 0.079 3.657 -7.880
C 1.390 4.373 -7.568
C 1.896 3.581 -6.370
O 1.420 2.243 -6.544
C 0.441 2.208 -7.587
H -0.271 3.805 -8.901
H -0.705 3.996 -7.199
H 2.082 4.272 -8.407
H 1.271 5.433 -7.351
H 1.490 3.976 -5.433
H 2.984 3.565 -6.293
H 0.884 1.725 -8.465
H -0.410 1.613 -7.257
```

The LUMO energy is 0.453 eV. The gap between HOMO and LUMO comes out at 8.97 eV. As for the net charge: 0.

Here are the Mulliken charges for atoms 1 to 8, given in e: atom 1 (C): -0.593, atom 2 (O): -0.600, atom 3 (B): -0.179, atom 4 (O): -0.577, atom 5 (B): 1.201, atom 6 (C): -0.745, atom 7 (C): -0.327, atom 8 (N): -0.673

=====

No. 4
Density functional theory data (ωB97M-V/def2-TZVPD) for C27H59Ge2N2OPdSi4 as an isolated structure at a distorted geometry.

```
96
Properties=species:S:1:pos:R:3
Pd -0.053 0.271 0.670
C 3.151 1.048 -2.797
C 2.026 1.652 -1.973
Ge 0.465 0.391 -1.668
C -0.879 0.926 -3.109
C -0.831 0.023 -4.332
C 1.139 -1.417 -2.102
C 1.296 -2.406 -1.218
Ge 0.465 -2.114 0.616
C 1.496 -2.805 2.248
C 2.367 -4.043 2.126
C -1.315 -3.143 0.533
C -1.454 -4.324 1.474
C 1.928 -3.678 -1.559
C 2.878 -3.771 -2.576
C 3.477 -4.981 -2.866
C 3.166 -6.114 -2.131
C 2.217 -6.037 -1.125
C 1.596 -4.834 -0.859
H 3.929 1.787 -2.979
H 2.779 0.704 -3.759
H 3.600 0.205 -2.279
H 1.623 2.520 -2.497
H 2.418 2.000 -1.016
H -0.624 1.944 -3.403
H -1.885 0.944 -2.692
H 0.124 0.132 -4.839
H -1.623 0.285 -5.032
H -0.950 -1.022 -4.055
H 1.451 -1.544 -3.133
H 0.735 -2.964 3.016
H 2.125 -1.986 2.584
H 1.779 -4.944 1.980
H 2.939 -4.168 3.045
H 3.067 -3.950 1.300
H -1.421 -3.491 -0.496
H -2.127 -2.442 0.734
H -0.706 -5.086 1.271
H -2.434 -4.777 1.337
H -1.359 -4.020 2.514
H 3.158 -2.887 -3.130
H 4.200 -5.040 -3.665
H 3.665 -7.047 -2.340
H 1.966 -6.908 -0.540
H 0.837 -4.771 -0.097
C -5.326 -0.039 0.111
N -4.529 -0.839 -0.787
C -3.189 -0.708 -0.911
N -2.619 -1.451 -1.888
O -2.515 0.044 -0.204
H -6.108 -0.656 0.553
H -5.785 0.807 -0.409
H -4.678 0.338 0.897
H -5.034 -1.377 -1.474
H -3.124 -2.160 -2.386
H -1.613 -1.496 -1.891
C -1.566 4.959 -1.925
Si -0.248 4.688 -0.564
C 1.474 5.173 -1.247
C -0.586 5.837 0.927
Si -0.678 2.496 0.349
Si 1.869 0.806 1.968
C 1.509 0.253 3.792
C 2.262 2.695 2.056
C 3.411 -0.036 1.159
Si -2.243 1.884 2.218
C -3.888 2.741 1.740
C -2.296 0.030 2.716
C -1.586 2.829 3.749
H -1.531 5.981 -2.293
H -2.571 4.782 -1.553
H -1.412 4.303 -2.777
H 1.545 6.257 -1.307
H 1.652 4.787 -2.246
H 2.288 4.835 -0.613
H -0.617 6.870 0.593
H 0.193 5.766 1.679
H -1.534 5.623 1.410
H 1.377 1.129 4.419
H 2.348 -0.308 4.193
H 0.621 -0.367 3.895
H 1.472 3.251 2.548
H 2.425 3.134 1.079
H 3.171 2.827 2.629
H 3.131 -0.854 0.495
H 4.078 -0.440 1.914
H 3.978 0.687 0.579
H -4.141 2.636 0.692
H -3.803 3.802 1.951
H -4.721 2.370 2.326
H -1.399 -0.481 2.326
H -3.156 -0.500 2.315
H -2.304 -0.104 3.795
H -1.391 3.871 3.527
H -0.677 2.401 4.158
H -2.335 2.805 4.535
```

The LUMO energy is -4.632 eV. The gap between HOMO and LUMO comes out at 5.07 eV. As for the net charge: +1.

Here are the Mulliken charges for atoms 1 to 8, given in e: atom 1 (Pd): -2.115, atom 2 (C): -1.549, atom 3 (C): 0.029, atom 4 (Ge): 0.870, atom 5 (C): -0.364, atom 6 (C): -1.451, atom 7 (C): -1.587, atom 8 (C): 0.327